Computed, not measured: a molecular structure, C19H30AlBrCaCl2F3N3NaO17PS, with ωB97M-V/def2-TZVPD.

Its energy relative to the best compared isomer or geometry (same formula, charge and spin) is 0.0 kJ/mol. For the energy, the calculation gives -212242.5363 eV. For the HOMO energy, the calculation gives -9.69 eV. The charge is +2. For the lowest unoccupied orbital energy, the calculation gives -7.84 eV.

Each line ends with the Löwdin charge.
Element x y z (Å)
O -1.7093 -1.7955 0.5930  -0.2691
S -2.3741 -2.4496 -0.5718  0.8472
O -3.5505 -3.2422 -0.0243  -0.3366
F -1.4089 -3.6066 -1.3430  -0.1874
C -2.9728 -1.2890 -1.8807  -0.2199
C -4.4759 -0.7987 -1.4799  -0.2142
O -5.1356 -0.0822 -2.5355  -0.1802
C -4.3320 0.9920 -3.0886  -0.4428
P -4.5779 2.6759 -2.1847  0.6827
O -3.7035 2.6989 -0.7119  -0.3812
Cl -3.5377 4.0406 -3.4429  0.2833
C -2.7697 0.6659 -3.2581  -0.0999
N -2.1837 -0.0379 -2.0401  -0.0826
C -0.7035 -0.2455 -2.2150  -0.2949
C 0.1741 0.2281 -1.0320  -0.0121
C 1.7175 0.0902 -1.1660  -0.0336
C 2.2522 -0.5078 -2.5285  -0.2852
C 1.1349 -0.9336 -3.5998  -0.3484
N -0.2855 -0.8084 -3.4663  0.0572
H -3.0216 -1.8862 -2.8683  0.1924
H -4.3860 -0.1559 -0.5293  0.1685
H -5.1539 -1.6976 -1.2164  -0.1529
H -4.7377 1.1810 -4.1541  0.1549
H -2.7849 3.0410 -0.8791  0.0610
H -2.6715 -0.0259 -4.1748  0.1568
H -2.1000 1.5633 -3.4666  0.1371
H -2.3607 0.5532 -1.2010  0.1592
H -0.2594 0.6882 -0.0865  0.0943
H 2.4731 0.4162 -0.3777  0.0920
H 3.4043 -0.6056 -2.7052  -0.0404
H 1.5307 -1.3631 -4.6440  -0.0913
O 1.1298 -7.1348 1.8565  0.0278
C 0.6772 -6.0286 1.5890  -0.5704
N -0.2386 -5.8650 0.6088  0.2077
C 1.0942 -4.7776 2.3145  0.0095
H -0.6372 -4.9774 0.3550  0.0734
H -0.5343 -6.6908 0.1080  0.1380
H 2.1713 -4.6362 2.1905  0.0598
H 0.8569 -4.8860 3.3756  0.1032
H 0.5817 -3.8946 1.9309  0.0933
C 1.0088 8.4998 -0.0749  -0.0370
O -0.3171 8.7636 -0.5403  0.0097
C -0.9337 7.7034 -1.0776  -0.5966
O -0.4709 6.5923 -1.1909  0.1055
O -2.1603 8.0891 -1.4697  0.0081
C -2.9314 7.0512 -2.0637  -0.0942
H 1.4083 9.4264 0.3386  0.1001
H 0.9968 7.7464 0.7160  0.1012
H 1.6520 8.1845 -0.8991  0.0612
H -3.0980 6.2395 -1.3513  0.0725
H -2.4439 6.6787 -2.9675  0.0669
H -3.8993 7.4697 -2.3418  0.0996
C 3.2403 -3.6756 6.1343  -0.1400
C 2.8553 -2.2688 6.4864  -0.2986
O 3.5251 -1.4946 5.5145  0.1733
C 3.6174 -2.2919 4.4172  -0.5068
O 3.8757 -1.9019 3.3213  0.2073
O 3.3691 -3.6012 4.7231  0.0065
F 3.3281 -1.9325 7.7066  0.1017
H 4.2029 -3.9797 6.5858  0.1131
H 2.4721 -4.4005 6.4249  0.1293
H 1.7808 -2.0696 6.4365  0.1884
O -2.0345 -9.5605 5.1047  -0.3675
Cl -1.2479 -9.1786 3.9543  0.6188
O -1.9676 -9.4996 2.7426  -0.3709
O 0.0168 -9.8875 3.9725  -0.4021
O -0.9928 -7.7509 3.9978  -0.4330
F 4.4443 -5.4008 5.2386  -0.6252
Ca 4.1283 -6.4336 6.7463  1.7354
Br 3.1618 -0.8207 -4.5766  0.4368
O 3.3461 7.1607 -1.5926  -0.0033
C 4.0205 7.3402 -2.6846  -0.2671
C 3.5865 6.1798 -3.7803  -0.2772
O 4.2692 6.3575 -4.8645  0.0444
H 5.1185 7.2823 -2.6114  0.1358
H 3.8850 8.3022 -3.2054  0.1381
H 2.4891 6.2516 -3.8566  0.1325
H 3.7155 5.2205 -3.2532  0.1332
Na 3.2541 -6.2730 2.8427  0.7103
Al -6.8625 -2.5299 -1.0523  1.2334

Computed, not measured: a molecular structure, C6H10O, with ωB97M-V/def2-TZVPD.

Its energy relative to the best compared isomer or geometry (same formula, charge and spin) is 334.5 kJ/mol. For the energy, the calculation gives -8427.7736 eV. For the HOMO energy, the calculation gives -9.95 eV. For the lowest unoccupied orbital energy, the calculation gives 0.91 eV.

Each line ends with the Löwdin charge.
Element x y z (Å)
C 2.1266 0.3850 -0.0989  -0.0924
C 0.8900 -0.3387 -0.6259  -0.1880
C -0.3200 -0.2062 0.3193  -0.6603
C -1.5777 -0.8830 -0.1475  -0.0288
O -0.1035 -0.8236 1.5609  -0.0675
C -0.8666 1.1792 0.2932  -0.0853
C -1.3548 2.2745 0.1681  0.1424
H 2.9974 0.2030 -0.7392  0.0728
H 2.3569 0.0329 0.9108  0.0760
H 1.9597 1.4672 -0.0536  0.0744
H 1.1014 -1.4112 -0.7363  0.1186
H 0.6111 0.0455 -1.6161  0.1197
H -2.4143 -0.6357 0.5129  0.0919
H -1.8223 -0.6778 -1.2088  0.1063
H -1.2915 -2.1241 0.3030  0.1645
H -0.5416 -1.7896 1.2787  0.1241
H -1.7211 3.2776 0.1168  0.0316

Computed, not measured: 3 unconnected molecules or ions with the total composition C34H33BF6O2, with ωB97M-V/def2-TZVPD.

Its energy relative to the best compared isomer or geometry (same formula, charge and spin) is 385.2 kJ/mol. For the energy, the calculation gives -56869.8968 eV. For the HOMO energy, the calculation gives -6.14 eV. For the lowest unoccupied orbital energy, the calculation gives -2.19 eV.

Each line ends with the Löwdin charge.
Element x y z (Å)
F -0.1286 -6.9557 0.4880  0.0350
C -0.1373 -5.8828 -0.3802  -0.2359
C -1.2547 -5.7220 -1.2047  0.0590
C -1.2592 -4.5931 -2.0322  -0.2450
F -2.3888 -4.3347 -2.7770  0.0329
C -0.1909 -3.7211 -2.1249  0.0201
C 0.9786 -3.9489 -1.3360  -0.2253
C 2.0780 -3.0782 -1.5224  -0.0264
C 3.3926 -3.2748 -1.0089  -0.2100
C 4.2352 -2.1480 -0.7902  -0.0372
C 5.4942 -2.2786 -0.2277  -0.0765
C 6.0126 -3.5443 0.0905  -0.0188
C 5.1994 -4.6490 -0.1532  -0.2524
F 5.6996 -5.8936 0.1494  0.0298
C 3.9349 -4.5639 -0.7201  0.0332
C 0.9541 -5.0243 -0.3905  0.0380
H -2.0848 -6.4237 -1.1801  0.1289
H -0.2249 -2.8700 -2.8080  0.1278
H 1.9387 -2.2866 -2.2627  0.1012
H 3.8329 -1.1590 -1.0232  0.0894
H 6.1048 -1.3955 -0.0364  0.1056
H 7.0166 -3.6713 0.4943  0.1150
H 3.3764 -5.4715 -0.9448  0.1197
H 1.7906 -5.1876 0.2899  0.1165
C -0.1662 5.2186 0.6646  -0.0063
C -1.2439 4.2452 0.2401  -0.4493
C -2.6321 4.6687 0.7835  0.0040
C -1.2517 3.8280 -1.3129  -0.4364
C -2.2601 4.5380 -2.2063  -0.0038
C 0.1466 3.8509 -1.9385  -0.0073
O -1.6592 2.4362 -1.2821  0.1347
B -1.6589 2.1246 0.0633  -0.6424
C -2.6110 1.0831 0.6814  -0.0918
C -2.7178 1.0011 2.0786  -0.0082
C -3.7655 0.2919 2.6588  0.0047
C -4.6699 -0.3658 1.8381  -0.1213
C -5.8576 -1.0744 2.4488  -0.5129
F -7.0377 -0.6270 1.9074  0.1137
F -5.8170 -2.4292 2.2279  0.1152
F -5.9510 -0.9007 3.7968  0.1151
C -4.5016 -0.4193 0.4578  0.0034
C -3.4601 0.2938 -0.1210  -0.0044
C 1.0998 -0.4575 -0.4697  -0.0484
C -0.1473 -1.0419 0.0567  -0.0792
C 1.8438 0.4910 0.2459  -0.2364
C 2.8581 1.2641 -0.4055  -0.0523
C 3.8442 1.8927 0.3439  -0.0858
C 3.7603 1.9303 1.7463  -0.0728
C 2.6332 1.3834 2.3857  -0.0748
C 1.6577 0.7325 1.6507  -0.0047
O -0.9324 2.9891 0.8755  0.1106
H -0.3436 6.2094 0.2257  0.0978
H -0.1699 5.3157 1.7591  0.0988
H 0.8234 4.8576 0.3536  0.0862
H -2.9071 5.6814 0.4669  0.0936
H -3.4340 3.9792 0.4709  0.0968
H -2.6038 4.6566 1.8846  0.1028
H -2.0794 5.6191 -2.2401  0.0962
H -2.1634 4.1433 -3.2282  0.0955
H -3.2890 4.3589 -1.8622  0.0926
H 0.5051 4.8821 -2.0455  0.0940
H 0.8664 3.2748 -1.3354  0.0830
H 0.0997 3.3975 -2.9384  0.0968
H -2.0068 1.5190 2.7184  0.1233
H -3.8675 0.2505 3.7379  0.1216
H -5.1746 -1.0155 -0.1525  0.1290
H -3.3182 0.2637 -1.1985  0.1249
H 1.3229 -0.6172 -1.5203  0.0850
H -0.8742 -1.2129 -0.7483  0.0865
H 0.0325 -2.0102 0.5435  0.0975
H -0.6487 -0.4195 0.8148  0.0587
H 2.8572 1.3471 -1.4952  0.1190
H 4.6907 2.3796 -0.1543  0.1080
H 4.5445 2.4182 2.3396  0.1062
H 2.5146 1.4817 3.4675  0.1084
H 0.7506 0.3707 2.1317  0.1105

Computed, not measured: a single H3OPS molecule, with ωB97M-V/def2-TZVPD.

Its energy relative to the best compared isomer or geometry (same formula, charge and spin) is 284.4 kJ/mol. For the energy, the calculation gives -22217.3895 eV. For the HOMO energy, the calculation gives -8.37 eV. For the lowest unoccupied orbital energy, the calculation gives -0.59 eV. Its SMILES is POS.

Each line ends with the Löwdin charge.
Element x y z (Å)
P 1.1668 -0.4323 0.1717  0.7929
O -0.7506 -0.9025 -0.4336  -1.0207
S -1.9322 -0.0711 0.1232  0.6338
H 1.6055 -0.1477 -1.1706  -0.1426
H 1.6431 -1.9196 0.3281  -0.0778
H -2.0095 -0.7008 1.2336  -0.1856

Computed, not measured: 2 unconnected molecules or ions with the total composition C3H6N2O, with ωB97M-V/def2-TZVPD.

Its energy relative to the best compared isomer or geometry (same formula, charge and spin) is 201.0 kJ/mol. For the energy, the calculation gives -8234.6156 eV. For the HOMO energy, the calculation gives -9.90 eV. For the lowest unoccupied orbital energy, the calculation gives 0.85 eV. Its SMILES is [H]/N=C\C.N=C=O.

Each line ends with the Löwdin charge.
Element x y z (Å)
H 0.9489 -1.3328 1.0565  0.0281
N 0.4929 -1.2691 0.1876  0.0967
C 0.7904 -0.2040 -0.3866  -0.3590
C 1.7019 0.9039 -0.1079  -0.0873
H -0.0138 0.0510 -1.1514  0.1014
H 2.1568 1.4816 -1.0028  0.1124
H 1.1323 1.5495 0.6634  0.1207
H 2.5409 0.5006 0.3137  0.0248
N -2.5034 -0.0376 0.7214  0.1698
C -2.4526 -0.4864 -0.3927  -0.4722
O -2.4412 -0.6382 -1.5294  0.1626
H -2.3534 -0.5186 1.6282  0.1019

Computed, not measured: a gas-phase ion, C6H11N2O2S2 (charge +1), with ωB97M-V/def2-TZVPD.

Its energy relative to the best compared isomer or geometry (same formula, charge and spin) is 195.9 kJ/mol. For the energy, the calculation gives -35136.9232 eV. For the HOMO energy (alpha / beta), the calculation gives -12.80 / -12.78 eV. The charge is +1. For the lowest unoccupied orbital energy (alpha / beta), the calculation gives -4.79 / -4.86 eV.

Each line ends with the Löwdin charge.
Element x y z (Å)
C -1.4561 0.2132 -1.0637  -0.6197
C 0.4251 -1.2952 1.6483  -0.2191
C -0.8376 -2.0785 -0.4613  -0.1470
C 0.4304 -1.8869 0.2827  0.0417
C 0.1231 0.1269 1.1672  -0.5497
C 1.7025 2.4939 1.0128  -0.1020
N -1.1202 -1.0037 -1.4302  0.0587
N -2.0168 1.0837 -1.8731  0.1798
O 0.6317 1.2617 -1.0963  -0.3563
O 2.5233 0.1586 0.0373  -0.2901
S -1.4828 0.5817 0.6875  1.0626
S 1.3488 0.9644 0.1332  0.6134
H -0.3562 -1.6639 2.3094  0.1255
H 1.3959 -1.3394 2.1345  0.1264
H -0.7742 -3.0075 -1.0320  0.1481
H -1.6850 -2.1381 0.2314  0.1307
H 1.3538 -1.8585 -0.2739  0.1220
H 0.8091 2.8022 1.5426  0.0678
H 2.5156 2.2924 1.6996  0.0777
H 1.9950 3.2397 0.2841  0.0774
H -1.0032 -1.2185 -2.4115  0.1752
H -2.0667 0.9257 -2.8706  0.1460
H -2.1853 2.0258 -1.5520  0.1311